(1)
Formula: C5H10O2
Source: the Open Molecules 2025 dataset
Level of theory: wB97M-V/def2-TZVPD

XYZ file:
```
17
Properties=species:S:1:pos:R:3:lowdin_charge:R:1
H -2.2758 1.6116 -1.4274 0.1180
H 1.8628 -0.3408 -1.3791 0.0646
C -1.4695 1.1882 -0.7983 -0.2776
H -2.3543 -0.1218 0.6058 0.0932
H 3.2108 -0.3090 -0.2379 0.0733
C -1.8650 0.8618 0.6133 -0.0507
H -0.0662 -1.1666 -1.3078 0.0716
H -2.5896 1.5970 0.9724 0.0778
C 2.1635 -0.0181 -0.3780 -0.1103
C 1.3207 -0.6305 0.7035 -0.1724
H 1.5844 -0.3909 1.7308 0.0977
H 2.1135 1.0762 -0.3709 0.0717
H -0.2297 -1.9014 1.3863 0.1165
C 0.2811 -1.4490 0.5393 -0.2556
H -0.9983 0.8040 1.2730 0.0726
O -0.3794 1.0072 -1.2918 0.0198
O -0.3091 -1.8179 -0.6332 -0.0102
```

The structure (SMILES) is C/C=C\O.CC=O. Its spin multiplicity is 1. The calculated total energy comes out at -9440.931 eV. As for the orbital gap: 9.43 eV. The highest occupied orbital energy comes out at -8.5 eV. The energy relative to the best compared isomer or geometry (same formula, charge and spin) comes out at 2.112 eV. The strongest force on any atom is 0.0107 hartree/bohr.

(2)
Formula: C5H10O2
Source: the Open Molecules 2025 dataset
Level of theory: wB97M-V/def2-TZVPD

XYZ file:
```
17
Properties=species:S:1:pos:R:3:lowdin_charge:R:1
H -1.2093 2.3200 -0.7402 0.1187
C -1.0654 1.2313 -0.7419 -0.2058
H 0.9505 1.8105 -0.1313 0.1474
H -0.3389 -1.6179 -0.9432 0.1225
H -0.3588 0.2614 -2.2293 0.0721
H -0.4496 -1.7998 1.4168 0.1098
C 0.4073 -1.2109 1.0771 -0.1369
H 1.3747 -2.0525 -0.7243 0.1242
O -1.1796 0.7465 -2.0563 -0.0590
C 0.2252 0.3080 1.3029 -0.1200
H -1.8659 0.8029 -0.1215 0.1137
H 1.0174 0.6948 1.9500 0.1099
O 1.0113 -0.0541 -0.8936 -0.1315
H -0.7307 0.5564 1.7753 0.1090
C 0.5977 -1.3386 -0.4398 -0.1845
C 0.3225 0.9159 -0.1098 -0.2969
H 1.2916 -1.5740 1.6092 0.1072
```

The structure (SMILES) is OC[C@H]1CCCO1. Its spin multiplicity is 1. The calculated total energy comes out at -9441.520 eV. As for the orbital gap: 11.00 eV. The highest occupied orbital energy comes out at -10.0 eV. The energy relative to the best compared isomer or geometry (same formula, charge and spin) comes out at 1.523 eV. The strongest force on any atom is 0.0075 hartree/bohr.

(3)
Formula: C5H10O2
Source: the Open Molecules 2025 dataset
Level of theory: wB97M-V/def2-TZVPD

XYZ file:
```
17
Properties=species:S:1:pos:R:3:lowdin_charge:R:1
H -0.5638 -0.7271 2.5398 0.0814
H 0.0689 -2.1005 -1.5713 0.1196
H -1.7090 0.1346 -0.5596 0.1188
C 0.2930 0.1652 0.3031 -0.2960
C -0.8891 -0.5628 -0.3405 -0.1292
H 0.2064 1.6115 -1.3835 0.1302
O 0.1449 -0.0902 2.6925 -0.0639
H -0.8684 -0.9267 -2.5219 0.1161
H 1.0543 -0.5957 0.5055 0.1537
C 0.1135 0.8647 1.6421 -0.2231
C -0.2225 -1.0471 -1.6450 -0.1856
H -1.2957 -1.3817 0.2648 0.1143
O 0.9603 -0.2596 -1.8248 -0.1395
C 0.8625 0.8458 -0.9392 -0.1754
H 1.8525 1.2854 -0.7860 0.1308
H 0.9768 1.5117 1.8250 0.1238
H -0.7911 1.4882 1.7128 0.1240
```

The structure (SMILES) is OC[C@H]1CCOC1. Its spin multiplicity is 1. The calculated total energy comes out at -9441.236 eV. As for the orbital gap: 10.62 eV. The highest occupied orbital energy comes out at -9.7 eV. The energy relative to the best compared isomer or geometry (same formula, charge and spin) comes out at 1.807 eV. The strongest force on any atom is 0.0080 hartree/bohr.

(4)
Formula: C5H10O2
Source: the Open Molecules 2025 dataset
Level of theory: wB97M-V/def2-TZVPD

XYZ file:
```
17
Properties=species:S:1:pos:R:3:lowdin_charge:R:1
H 3.1148 -0.5036 0.8474 0.0726
H -2.8223 1.4628 0.4914 0.0779
O -2.8772 -0.3343 -0.7383 0.0476
C -1.6762 -0.4100 -0.6373 -0.2005
H 3.0470 -1.8587 -0.2770 0.0796
H -1.5965 2.3067 1.4020 0.0712
H -1.7042 2.4637 -0.3794 0.0833
C 1.1536 -0.8390 -0.1272 -0.2663
H -0.9086 0.0116 1.3340 0.1467
H 0.8144 -1.4823 0.7019 0.1217
H 0.8726 -1.3543 -1.0576 0.0989
O 0.5259 0.4722 -0.0587 -0.1290
H 3.1202 -0.2191 -0.9078 0.0747
H -1.1182 -1.1119 -1.2805 0.1193
C -0.8775 0.4557 0.3284 -0.2982
C -1.7590 1.7691 0.4659 -0.0229
C 2.6912 -0.8285 -0.1071 -0.0764
```

The structure (SMILES) is CCO[C@@H](C)C=O. Its spin multiplicity is 1. The calculated total energy comes out at -9440.688 eV. As for the orbital gap: 10.34 eV. The highest occupied orbital energy comes out at -9.5 eV. The energy relative to the best compared isomer or geometry (same formula, charge and spin) comes out at 2.355 eV. The strongest force on any atom is 0.0153 hartree/bohr.

(5)
Formula: C5H10O2
Source: the Open Molecules 2025 dataset
Level of theory: wB97M-V/def2-TZVPD

XYZ file:
```
17
Properties=species:S:1:pos:R:3:lowdin_charge:R:1
H -0.9160 0.2706 -1.8593 0.0818
C -1.2296 1.6088 1.5849 0.0234
C 0.2389 0.2769 0.3495 -0.3500
C -0.6053 1.5568 0.4035 -0.0988
H 1.5352 -2.2709 -1.5631 0.0819
O -0.6505 -0.6913 0.9191 -0.0828
H -2.1961 2.0282 1.8270 0.0660
H 0.5339 -2.3045 -0.0952 0.0803
H -1.4647 -0.4945 0.4293 0.0983
H 2.1719 -1.6405 -0.0221 0.0867
C 0.7039 -0.3491 -0.9712 -0.3891
H -0.7679 2.2721 -0.4037 0.1046
H 1.4653 0.2692 -1.4722 0.1445
C 1.2780 -1.7293 -0.6511 -0.0431
H 1.0984 0.3801 1.0230 0.1517
O -0.4170 -0.5524 -1.8238 -0.0296
H -0.7834 1.0191 2.3804 0.0741
```

The structure (SMILES) is C=C[C@@H](O)[C@@H](C)O. Its spin multiplicity is 1. The calculated total energy comes out at -9440.115 eV. As for the orbital gap: 10.20 eV. The highest occupied orbital energy comes out at -9.4 eV. The energy relative to the best compared isomer or geometry (same formula, charge and spin) comes out at 2.928 eV. The strongest force on any atom is 0.0208 hartree/bohr.

(6)
Formula: C5H10O2
Source: the Open Molecules 2025 dataset
Level of theory: wB97M-V/def2-TZVPD

XYZ file:
```
17
Properties=species:S:1:pos:R:3:lowdin_charge:R:1
H -1.1198 -1.7535 -0.5971 0.0602
H 1.6452 1.4473 0.7557 0.1588
C -1.6852 -0.8730 -0.9212 -0.0421
H -1.3970 -0.6169 -1.9419 0.0557
O 0.3776 0.7872 -0.7176 0.0071
C 1.1875 0.4835 0.4810 -0.3892
H 2.7670 -0.8371 1.0412 0.0916
H -1.0425 1.6798 1.7443 0.0946
H 1.6891 -1.4653 -0.2287 0.0890
H 2.8974 -0.2114 -0.6218 0.0875
H -1.5498 1.5160 -0.8424 0.1564
O 0.2806 0.0426 1.4244 -0.0899
C -0.8642 0.9024 -0.2653 -0.2578
C -0.9640 0.7398 1.1876 -0.1809
H -1.6595 -0.2106 0.2546 0.1008
C 2.2038 -0.5743 0.1415 -0.0003
H -2.7660 -1.0564 -0.8942 0.0585
```

Its spin multiplicity is 1. The calculated total energy comes out at -9436.672 eV. As for the orbital gap: 8.32 eV. The highest occupied orbital energy comes out at -7.4 eV. The energy relative to the best compared isomer or geometry (same formula, charge and spin) comes out at 6.371 eV. The strongest force on any atom is 0.0072 hartree/bohr.

(7)
Formula: C5H10O2
Source: the Open Molecules 2025 dataset
Level of theory: wB97M-V/def2-TZVPD

XYZ file:
```
17
Properties=species:S:1:pos:R:3:lowdin_charge:R:1
C -1.7994 0.6178 0.5073 -0.0067
H -2.2526 -0.0275 -0.2452 0.0757
C -0.5319 1.0174 0.4172 -0.1561
C 0.4143 0.6612 -0.6928 -0.2521
O -0.7924 -1.9898 1.7560 -0.0665
H 2.1026 0.3675 0.7297 0.1217
H -2.4403 0.9303 1.3273 0.0678
H -1.4811 -2.0779 1.0876 0.0255
H 0.2885 1.3744 -1.5148 0.1447
H 0.0033 -1.5293 -0.5700 0.0998
H 0.2442 -0.9581 -2.2566 0.1203
O 1.9276 -0.8140 -1.0049 -0.1031
H -0.1360 1.6821 1.1874 0.1122
C 0.5085 -0.7919 -1.2059 -0.1464
C 1.8995 0.4562 -0.3476 -0.1550
H -0.5618 -1.0530 1.7035 -0.0002
H 2.6080 1.1651 -0.7914 0.1184
```

The structure (SMILES) is C=CC1COC1.O. Its spin multiplicity is 1. The calculated total energy comes out at -9440.073 eV. As for the orbital gap: 10.63 eV. The highest occupied orbital energy comes out at -9.8 eV. The energy relative to the best compared isomer or geometry (same formula, charge and spin) comes out at 2.970 eV. The strongest force on any atom is 0.0079 hartree/bohr.

(8)
Formula: C5H10O2
Source: the Open Molecules 2025 dataset
Level of theory: wB97M-V/def2-TZVPD

XYZ file:
```
17
Properties=species:S:1:pos:R:3:lowdin_charge:R:1
H -2.2634 -0.0984 -1.3018 0.0869
H -1.7371 1.5670 -1.6779 0.0929
O 0.2219 -0.9777 1.6087 -0.0755
C -0.2399 0.5755 0.2248 -0.2780
H -1.6438 -1.1402 0.6410 0.1207
H 1.7994 -1.0272 -0.7179 0.0812
H 1.3541 0.7740 1.7178 0.1455
H 2.8385 0.2965 -0.1354 0.0854
C -1.4583 0.5034 -1.7523 -0.0974
C 2.1567 -0.5035 0.1712 -0.0269
H -0.4871 1.6392 0.3622 0.1501
O -0.2192 0.2502 -1.1364 -0.1483
H 2.7114 -1.2091 0.7982 0.0862
H -1.3646 0.2275 -2.8045 0.0926
C 1.0013 0.0519 0.9684 -0.3160
C -0.9994 -0.4029 1.1347 -0.1219
H -1.5598 0.0956 1.9371 0.1223
```

The structure (SMILES) is CO[C@H]1CO[C@H]1C. Its spin multiplicity is 1. The calculated total energy comes out at -9440.544 eV. As for the orbital gap: 10.78 eV. The highest occupied orbital energy comes out at -9.7 eV. The energy relative to the best compared isomer or geometry (same formula, charge and spin) comes out at 2.499 eV. The strongest force on any atom is 0.0073 hartree/bohr.

(9)
Formula: C5H10O2
Source: the Open Molecules 2025 dataset
Level of theory: wB97M-V/def2-TZVPD

XYZ file:
```
17
Properties=species:S:1:pos:R:3:lowdin_charge:R:1
H -0.1942 2.5737 -1.0997 0.0861
C -0.0373 0.7690 0.0374 -0.3864
H 1.1751 2.5507 0.0183 0.0898
H 1.4244 -1.9356 1.0896 0.1146
H -0.4937 -0.1067 -0.7161 0.1496
H -0.2279 -2.9653 -0.4935 0.0468
O 0.9585 -0.0396 0.6271 -0.1537
O -2.1062 1.7704 0.7131 0.0661
C -1.0915 1.1817 1.0064 -0.2159
H -0.8840 0.8803 2.0543 0.1361
H -0.3048 -1.4157 1.4758 0.1000
C -0.1343 -1.9101 -0.7462 -0.0631
C 0.5909 1.9481 -0.6783 -0.0135
H 1.2426 1.5944 -1.4731 0.0832
H -1.1328 -1.6971 -1.1315 0.0567
H 0.6570 -1.8588 -1.4919 0.0632
C 0.5583 -1.3394 0.8084 -0.1594
```

The structure (SMILES) is CCO[C@H](C)C=O. Its spin multiplicity is 1. The calculated total energy comes out at -9439.716 eV. As for the orbital gap: 10.45 eV. The highest occupied orbital energy comes out at -9.6 eV. The energy relative to the best compared isomer or geometry (same formula, charge and spin) comes out at 3.327 eV. The strongest force on any atom is 0.0788 hartree/bohr.

(10)
Formula: C5H10O2
Source: the Open Molecules 2025 dataset
Level of theory: wB97M-V/def2-TZVPD

XYZ file:
```
17
Properties=species:S:1:pos:R:3:lowdin_charge:R:1
H 2.9846 -0.1605 0.0679 0.0914
C 0.4141 -0.7507 0.0227 -0.3198
H -0.3287 0.4016 1.7603 0.1126
H -1.2644 1.3849 -0.2671 0.1218
C -1.0808 -0.7317 0.0077 -0.2091
C -0.3373 -0.5897 1.3123 -0.0497
O -1.8882 0.3896 -1.9838 -0.0533
H 0.9257 -1.6989 -0.1580 0.1520
C -1.7870 0.4692 -0.5765 -0.2399
C 2.2602 0.6637 0.1453 -0.0933
H -0.9835 0.4093 -2.3227 0.0870
H -0.3491 -1.4106 2.0227 0.1040
O 1.0583 0.3571 -0.5262 -0.1512
H -2.8124 0.5265 -0.1984 0.1248
H 2.6801 1.5537 -0.3279 0.0905
H 2.0799 0.8693 1.2100 0.0890
H -1.5713 -1.6829 -0.1882 0.1432
```

The structure (SMILES) is CO[C@H]1C[C@H]1CO. Its spin multiplicity is 1. The calculated total energy comes out at -9440.570 eV. As for the orbital gap: 10.86 eV. The highest occupied orbital energy comes out at -9.9 eV. The energy relative to the best compared isomer or geometry (same formula, charge and spin) comes out at 2.473 eV. The strongest force on any atom is 0.0074 hartree/bohr.

(11)
Formula: C5H10O2P
Source: the Open Molecules 2025 dataset
Level of theory: wB97M-V/def2-TZVPD

XYZ file:
```
18
Properties=species:S:1:pos:R:3:lowdin_charge:R:1
H 0.5716 -2.4339 0.6355 0.0617
C -0.7930 0.4957 0.3254 -0.3735
H -2.0489 0.4799 -1.4679 0.0555
H 2.0170 -1.3304 1.0830 0.0436
H -1.5976 -0.0285 0.9340 0.1422
C 0.9309 -1.3948 0.9661 -0.0843
H -2.0896 1.9582 -0.6806 0.0825
C -0.3028 1.7031 1.3690 -0.7308
C 0.3745 -0.2349 -0.0471 -0.3197
H 1.1075 0.4709 -0.3012 0.0799
P 1.3838 -2.3927 -2.9086 0.3896
H 2.1702 -1.7950 -1.8641 -0.3141
H 0.0817 -0.8594 -0.9061 0.0284
C -1.3749 1.1514 -0.9205 -0.0933
O -1.0736 1.7930 2.3023 -0.0556
H -0.4702 1.2520 -1.5565 0.0819
O 0.7699 2.2935 1.1311 -0.0709
H 0.3436 -1.1282 1.9065 0.0770
```

The total charge is -1. Its spin multiplicity is 3. The calculated total energy comes out at -18728.943 eV. As for the orbital gap (alpha / beta): 7.32 / 4.92 eV. The highest occupied orbital energy (alpha / beta) comes out at -3.6 / -3.6 eV. The energy relative to the best compared isomer or geometry (same formula, charge and spin) comes out at 0.000 eV. The strongest force on any atom is 0.1026 hartree/bohr.

(12)
Formula: C5H10O2Se2
Source: the Open Molecules 2025 dataset
Level of theory: wB97M-V/def2-TZVPD

XYZ file:
```
19
Properties=species:S:1:pos:R:3:lowdin_charge:R:1
C 0.0122 1.0461 -1.4890 -0.5541
H -1.4400 0.9704 0.0825 0.0572
C 0.1199 -0.7415 2.3263 -0.7205
O 0.9211 1.6170 -0.9665 0.0606
H 0.5826 1.6752 -3.3783 0.0997
H 1.3320 -0.8412 0.3495 0.0971
C -0.1368 0.9255 -2.9598 -0.0405
H 0.4590 1.4125 1.0864 -0.1967
Se 0.7211 1.1753 2.5069 0.8131
Se -0.8748 -1.4538 -0.3575 1.0147
H -2.0761 0.2647 -1.3890 0.0585
H 1.6820 -1.3497 3.4151 0.0943
O 0.7031 -1.4428 3.4111 -0.1568
H -1.2064 1.0658 -3.2614 0.0896
H 0.8515 -2.3614 1.1068 0.0318
C -1.1831 0.3667 -0.7629 -0.4623
C 0.4769 -1.4130 0.9244 -0.5396
H -0.9938 -0.7423 2.6944 0.1258
H 0.0497 -0.1733 -3.3389 0.1281
```

The structure (SMILES) is CC(=O)C[Se]C[C@@H](O)[SeH]. Its spin multiplicity is 1. The calculated total energy comes out at -140132.788 eV. As for the orbital gap: 9.17 eV. The highest occupied orbital energy comes out at -8.6 eV. The energy relative to the best compared isomer or geometry (same formula, charge and spin) comes out at 0.297 eV. The strongest force on any atom is 0.0906 hartree/bohr.

(13)
Formula: C5H10O2Si2
Source: the Open Molecules 2025 dataset
Level of theory: wB97M-V/def2-TZVPD

XYZ file:
```
19
Properties=species:S:1:pos:R:3:lowdin_charge:R:1
H 1.2847 1.5098 1.5320 0.0138
Si 0.7054 1.4810 -0.7403 0.9975
C -2.0948 -0.9118 0.8125 -0.1133
C 1.2515 2.3317 0.8859 -0.1846
Si 1.8709 -1.7639 0.0158 0.2210
C -2.6227 -0.9010 -0.4421 -0.0572
H 0.5807 3.1736 0.9231 0.0335
C -0.8783 0.5045 -0.2913 -0.3988
H 1.4069 -1.6314 1.5627 -0.0645
H 0.5413 -2.1537 -0.7164 -0.0722
H 2.2092 2.7096 0.8069 0.0005
O -1.1478 0.0123 0.9484 -0.0392
O 2.4638 -0.4842 -0.5988 -0.5645
C -1.7942 -0.0255 -1.1765 -0.0819
H 1.0654 2.1886 -2.1050 0.0056
H 2.8575 -3.0539 -0.2163 -0.0608
H -3.4348 -1.5136 -0.6864 0.0947
H -2.0074 0.0520 -2.2400 0.1179
H -2.2575 -1.5242 1.7259 0.1525
```

Its spin multiplicity is 1. The calculated total energy comes out at -25194.190 eV. As for the orbital gap: 8.05 eV. The highest occupied orbital energy comes out at -9.0 eV. The energy relative to the best compared isomer or geometry (same formula, charge and spin) comes out at 3.360 eV. The strongest force on any atom is 0.0919 hartree/bohr.